Molecular formula: C10H9N
Method: DFT, the ωB97M-V functional and the def2-TZVPD basis

CARTESIAN COORDINATES (ANGSTROEM)
C -3.233 -0.072 -0.007
C -2.554 -1.215 0.147
C -1.098 -1.222 0.152
C -0.422 -0.048 0.005
C 1.030 0.000 0.091
C 1.956 0.227 1.189
C 3.240 0.171 0.561
C 3.137 -0.205 -0.693
N 1.820 -0.286 -1.009
C -1.098 1.201 -0.142
C -2.474 1.182 -0.228
H -4.234 0.046 0.078
H -3.267 -1.943 0.297
H -0.636 -2.172 0.477
H 1.804 0.608 2.011
H 4.162 0.242 1.058
H 3.965 -0.488 -1.378
H 1.645 -0.432 -1.894
H -0.575 2.188 -0.328
H -3.167 2.220 -0.388

Summary:
* total energy: -441.11678 Eh
* LUMO: 1.01 eV
* total charge: 0
* energy relative to the best compared isomer or geometry (same formula, charge and spin): 270.3 kJ/mol
* Kohn-Sham gap: 9.1 eV
* SMILES: c1ccc(-c2ccc[nH]2)cc1

Löwdin atomic charge list, values in e, 4 entries: -0.097 -0.080 -0.003 -0.214



Molecular formula: C35H21F9O2OsPS
Method: DFT, the ωB97M-V functional and the def2-TZVPD basis

CARTESIAN COORDINATES (ANGSTROEM)
Os -1.221 1.312 0.878
O -4.687 0.754 -1.581
C -4.004 1.270 -0.703
O -2.830 0.824 -0.397
C -4.542 2.491 0.028
C -5.648 3.094 -0.573
C -6.265 4.206 -0.034
C -5.774 4.738 1.154
C -4.686 4.150 1.769
C -4.046 3.026 1.228
S -2.723 2.395 2.219
H -6.011 2.644 -1.487
H -7.120 4.651 -0.527
H -6.238 5.611 1.598
H -4.298 4.558 2.694
C 0.296 2.097 1.059
C 1.628 2.650 1.038
C 2.120 3.323 -0.086
C 3.428 3.769 -0.108
C 4.257 3.546 0.987
C 3.772 2.891 2.111
C 2.460 2.449 2.144
H 1.465 3.469 -0.935
H 3.809 4.284 -0.981
H 5.286 3.883 0.963
H 4.422 2.714 2.958
H 2.061 1.930 3.005
F 0.794 -0.217 -6.587
C 0.575 -1.369 -5.923
F 1.559 -2.210 -6.287
F -0.565 -1.876 -6.427
C 0.500 -1.162 -4.439
C -0.372 -0.201 -3.942
C -0.460 0.010 -2.576
C 0.314 -0.752 -1.700
C 1.171 -1.723 -2.212
C 1.273 -1.928 -3.576
P 0.016 -0.456 0.101
C 1.698 -0.605 0.787
C 2.818 -0.193 0.068
C 4.077 -0.227 0.645
C 4.225 -0.681 1.947
C 3.116 -1.073 2.686
C 1.859 -1.026 2.107
C 5.593 -0.700 2.562
F 5.671 -1.506 3.633
F 6.538 -1.116 1.698
F 5.987 0.519 2.980
C -0.732 -2.091 0.498
C -2.117 -2.158 0.592
C -2.746 -3.371 0.834
C -1.987 -4.516 1.000
C -0.599 -4.463 0.916
C 0.021 -3.254 0.661
C -2.633 -5.844 1.261
F -3.955 -5.760 1.458
F -2.118 -6.452 2.350
F -2.450 -6.706 0.241
H -0.986 0.379 -4.618
H -1.155 0.735 -2.175
H 1.780 -2.323 -1.546
H 1.949 -2.674 -3.967
H 2.710 0.157 -0.949
H 4.940 0.097 0.080
H 3.235 -1.420 3.703
H 0.991 -1.317 2.684
H -2.713 -1.263 0.454
H -3.823 -3.417 0.897
H -0.013 -5.362 1.052
H 1.101 -3.214 0.608

Summary:
* total energy: -3226.02007 Eh
* LUMO: 2.26 eV
* total charge: -1
* energy relative to the best compared isomer or geometry (same formula, charge and spin): 0.0 kJ/mol
* Kohn-Sham gap: 6.5 eV

Löwdin atomic charge list, values in e, 4 entries: 0.818 0.017 -0.605 -0.314